The following is a quantum chemistry calculation of the molecule C4H7NO2S, from the Open Molecules 2025 dataset.

ORCA input file:
```
! RIJCOSX wB97M-V def2-TZVPD def2/J DEFGRID3
* xyz 0 1
S 1.77 1.83 1.99
N 0.87 1.07 0.72
C 1.57 0.84 -0.41
O 0.74 0.38 -1.39
C -0.43 -0.38 -1.15
C -1.62 0.14 -0.27
O -1.46 -1.00 0.72
C -0.32 -1.51 -0.05
H 1.01 1.18 2.91
H 2.63 1.19 -0.69
H -0.66 -0.67 -2.16
H -2.70 -0.05 -0.55
H -1.38 1.08 0.23
H 0.67 -1.63 0.56
H -0.68 -2.48 -0.47
*
```

Values from the calculation:
Energy above the lowest of the compared OMol25 structures with the same formula, charge and spin (kJ/mol): 440.6
Lowest unoccupied orbital energy (eV): 0.815
DFT total energy (hartree): -759.908747
SMILES: S/N=C/OC1COC1
Maximum force (eV/Å): 5.0

natural (NBO) atomic charge list, values in e, 8 entries: 0.137, -0.640, 0.371, -0.500, 0.050, -0.110, -0.558, -0.095

The following is a quantum chemistry calculation of a structure of composition C14H21N8OPSe4W, from the Open Molecules 2025 dataset.

ORCA input file:
```
! RIJCOSX wB97M-V def2-TZVPD def2/J DEFGRID3
* xyz 2 1
W 0.69 -0.88 -1.06
C -2.12 -1.22 3.65
N -1.02 -1.46 2.72
C -0.03 -2.41 2.86
C 0.79 -2.30 1.80
N 0.29 -1.30 0.98
C -0.79 -0.76 1.58
P -1.64 0.74 1.12
C -0.19 1.59 0.48
N 0.84 1.08 -0.20
C 1.73 2.10 -0.47
C 1.22 3.24 0.04
N 0.02 2.92 0.62
C -0.85 3.85 1.35
C -1.76 -0.38 -1.84
N -0.71 0.35 -2.17
C -1.16 1.60 -2.53
C -2.51 1.57 -2.46
N -2.89 0.30 -2.04
C -4.25 -0.16 -1.76
H -1.87 -1.68 4.60
H -3.04 -1.64 3.27
H -2.24 -0.15 3.79
H 0.00 -3.08 3.71
H 1.70 -2.83 1.59
H 2.66 1.95 -0.99
H 1.60 4.25 0.02
H -0.26 4.71 1.65
H -1.25 3.36 2.23
H -1.67 4.18 0.72
H -0.50 2.39 -2.85
H -3.24 2.32 -2.70
H -4.84 -0.14 -2.68
H -4.71 0.48 -1.01
H -4.21 -1.18 -1.39
Se 1.46 -3.34 -1.02
Se 1.61 -3.68 -3.31
Se 0.80 -1.55 -3.77
Se 2.36 -0.16 -2.82
N 4.46 0.17 0.94
C 3.86 -0.79 0.22
N 4.61 -1.79 -0.28
O 2.63 -0.76 0.04
H 5.45 0.18 1.12
H 3.89 0.90 1.33
H 5.61 -1.84 -0.14
H 4.15 -2.51 -0.80
C -1.34 -1.71 -1.39
H -1.91 -2.09 -0.55
H -1.40 -2.42 -2.21
*
```

Values from the calculation:
Energy above the lowest of the compared OMol25 structures with the same formula, charge and spin (kJ/mol): 0.0
Lowest unoccupied orbital energy (alpha / beta) (eV): -8.089 / -8.083
DFT total energy (hartree): -11073.139228
Maximum force (eV/Å): 1.1

natural (NBO) atomic charge list, values in e, 8 entries: 1.090, -0.412, -0.332, -0.031, -0.090, -0.577, 0.130, 0.349

The following is a quantum chemistry calculation of a structure of composition C7H10CuFN, from the Open Molecules 2025 dataset.

ORCA input file:
```
! RIJCOSX wB97M-V def2-TZVPD def2/J DEFGRID3
* xyz -2 2
C -0.50 1.03 -2.09
C 0.90 1.05 -1.78
C 1.07 1.81 -0.58
C -0.22 2.26 -0.15
C -1.19 1.80 -1.10
Cu -0.01 -0.22 -0.04
N -1.55 -1.25 -0.46
C -0.32 -2.23 -0.56
C 1.06 -1.71 -0.67
H 2.03 2.04 -0.11
H 1.70 0.59 -2.37
H -0.43 2.89 0.71
H -2.25 2.01 -1.08
H -0.95 0.53 -2.95
H 1.44 -1.58 -1.69
H -0.37 -3.01 0.21
H -1.94 -1.49 0.47
H 1.75 -2.03 0.12
H -0.50 -2.75 -1.52
F 0.00 0.48 1.67
*
```

Values from the calculation:
Energy above the lowest of the compared OMol25 structures with the same formula, charge and spin (kJ/mol): 0.0
Lowest unoccupied orbital energy (alpha / beta) (eV): 7.218 / 7.171
DFT total energy (hartree): -2067.598493
Maximum force (eV/Å): 4.1

natural (NBO) atomic charge list, values in e, 8 entries: -0.388, -0.380, -0.416, -0.329, -0.361, 1.260, -1.081, -0.326

The following is a quantum chemistry calculation of a cluster of 2 separate species, C4H9F2O3P2 in total, from the Open Molecules 2025 dataset.

ORCA input file:
```
! RIJCOSX wB97M-V def2-TZVPD def2/J DEFGRID3
* xyz -1 1
C -1.30 -1.26 -1.09
C 1.60 -0.36 -1.12
C 0.07 1.59 2.61
C -0.40 1.33 0.06
O 2.12 2.08 0.82
O 0.22 -1.10 1.14
O 0.24 3.84 1.07
F -0.59 0.89 -2.63
F -1.69 1.55 0.19
P 0.06 -0.42 -0.18
P 0.70 2.44 1.05
H -1.25 -2.31 -0.82
H -2.24 -0.84 -0.76
H -1.20 -1.13 -2.16
H 2.05 -1.35 -1.12
H 1.43 0.00 -2.13
H 2.25 0.35 -0.59
H 0.23 0.52 2.60
H 0.69 2.07 3.36
H -0.98 1.84 2.79
*
```

Values from the calculation:
Energy above the lowest of the compared OMol25 structures with the same formula, charge and spin (kJ/mol): 291.4
Lowest unoccupied orbital energy (eV): 1.052
DFT total energy (hartree): -1266.039413
Maximum force (eV/Å): 2.8

natural (NBO) atomic charge list, values in e, 8 entries: -0.982, -1.023, -0.985, 0.171, -1.126, -1.103, -1.119, -0.818

The following is a quantum chemistry calculation of a structure of composition C14H16CrN7S2, from the Open Molecules 2025 dataset.

ORCA input file:
```
! RIJCOSX wB97M-V def2-TZVPD def2/J DEFGRID3
* xyz 2 4
Cr 0.52 0.17 -0.06
C -1.88 0.87 3.43
C -1.22 0.40 2.18
N -0.25 1.02 1.60
N 0.22 2.19 2.13
C 1.24 2.68 1.46
N 1.78 3.81 1.92
S 1.95 2.00 0.01
C -1.64 -0.86 1.53
C -2.64 -1.67 2.03
C -2.96 -2.84 1.36
C -2.27 -3.17 0.20
C -1.28 -2.32 -0.24
N -0.97 -1.19 0.40
H -1.46 1.81 3.76
H -1.76 0.12 4.22
H -2.96 0.99 3.26
H 1.41 4.23 2.76
H 2.56 4.24 1.46
H -3.17 -1.39 2.93
H -3.75 -3.48 1.74
H -2.49 -4.08 -0.34
H -0.71 -2.54 -1.14
C -2.50 2.37 -2.79
C -1.51 1.66 -2.00
N -0.73 1.10 -1.37
H -2.61 1.89 -3.76
H -2.18 3.41 -2.92
H -3.45 2.36 -2.26
S 2.20 -1.34 0.99
C 2.66 -1.30 -0.61
N 3.83 -1.78 -1.10
C 4.17 -1.69 -2.40
C 3.33 -1.07 -3.29
C 2.14 -0.56 -2.76
N 1.81 -0.69 -1.49
H 4.47 -2.21 -0.44
H 5.12 -2.12 -2.68
H 3.58 -0.98 -4.33
H 1.43 -0.03 -3.39
*
```

Values from the calculation:
Energy above the lowest of the compared OMol25 structures with the same formula, charge and spin (kJ/mol): 20.5
Lowest unoccupied orbital energy (alpha / beta) (eV): -6.992 / -7.145
DFT total energy (hartree): -2766.819111
Maximum force (eV/Å): 0.5

natural (NBO) atomic charge list, values in e, 8 entries: 0.945, -0.689, 0.286, -0.263, -0.402, 0.323, -0.746, -0.138

The following is a quantum chemistry calculation of a structure of composition C4H8OS, from the Open Molecules 2025 dataset.

ORCA input file:
```
! RIJCOSX wB97M-V def2-TZVPD def2/J DEFGRID3
* xyz 0 1
C 0.75 1.20 -0.30
C 0.22 -0.21 -0.01
C -0.83 -0.12 1.19
C -0.89 -0.78 -0.89
H 1.40 1.02 -1.20
H -0.03 2.18 -0.33
H 1.47 1.08 0.70
H 2.00 -0.66 -0.27
H -0.96 0.56 2.08
H -0.59 -1.05 1.64
H -0.95 -0.42 -2.01
H -0.83 -1.89 -1.00
O 1.35 -0.93 0.36
S -2.12 0.02 0.04
*
```

Values from the calculation:
Energy above the lowest of the compared OMol25 structures with the same formula, charge and spin (kJ/mol): 268.1
Lowest unoccupied orbital energy (eV): 0.851
DFT total energy (hartree): -630.532804
Maximum force (eV/Å): 4.8

natural (NBO) atomic charge list, values in e, 8 entries: -0.661, 0.238, -0.584, -0.587, 0.192, 0.254, 0.237, 0.468